1.
{
  "formula": "C21H27N3PbS2",
  "method": "ωB97M-V with the def2-TZVPD basis set",
  "total_charge": 2,
  "energy_ev": -53588.5884,
  "largest_force_ev_per_a": 0.32,
  "e_above_lowest_kj_mol": 25.4,
  "homo_energy_ev": [-14.76, -14.53],
  "orbital_gap_ev": [6.3155, 5.9866],
  "elements": ["C", "C", "H", "H", "H", "C", "Pb", "C", "N", "C", "H", "H", "C", "C", "S", "H", "H", "H", "H", "S", "H", "C", "H", "C", "H", "C", "C", "C", "H", "H", "H", "H", "H", "H", "H", "H", "H", "H", "C", "N", "H", "C", "C", "H", "C", "C", "C", "N", "C", "C", "C", "H", "H", "H"],
  "xyz": [[1.367, -5.046, 1.119], [1.814, -2.642, 0.898], [-3.261, 2.673, -4.330], [-4.316, -0.665, 3.726], [1.023, -0.771, 2.714], [-2.542, 2.351, -5.083], [-0.829, -0.923, -0.495], [-0.840, 4.007, -4.222], [-0.754, 1.069, -2.444], [-0.355, 1.835, 1.085], [-1.388, 2.065, 0.827], [0.003, 2.579, 1.800], [-1.201, 0.405, 2.800], [2.269, -5.131, 2.151], [-3.052, -1.034, 1.332], [3.287, -1.901, 2.272], [1.542, 0.912, 2.661], [2.011, -0.606, -1.747], [3.653, -4.036, 3.371], [-0.138, -3.782, -0.681], [0.096, 1.518, 4.082], [-2.977, 0.417, 4.997], [-0.258, 1.021, -5.921], [1.082, -3.804, 0.489], [0.183, 4.156, -3.877], [-1.098, 2.543, -4.601], [2.713, -2.752, 1.936], [-0.904, 1.713, -3.386], [-1.530, 4.348, -3.450], [2.087, -2.376, -1.657], [3.038, -0.206, 1.230], [3.411, -1.400, -0.992], [-0.993, 4.620, -5.109], [-2.687, 2.960, -5.975], [2.462, -6.079, 2.633], [-1.420, 1.512, 5.992], [1.959, 0.629, 0.160], [-2.741, 1.312, -5.344], [-2.478, -0.228, 2.695], [1.625, -1.410, 0.172], [0.246, 1.896, 0.179], [-0.856, 1.015, 3.983], [1.091, 0.108, 2.072], [0.930, 2.203, -5.334], [1.999, -0.181, 0.891], [-1.727, 1.021, 5.078], [-0.100, 2.069, -5.664], [-0.292, 0.466, 1.665], [2.934, -3.981, 2.565], [-3.349, -0.190, 3.823], [2.329, -1.454, -1.138], [-0.250, 2.666, -6.563], [-3.649, 0.430, 5.844], [0.831, -5.920, 0.773]],
  "nbo_charge": [-0.1249, 0.2571, 0.2234, 0.2510, 0.2321, -0.5905, 1.3683, -0.5902, -0.5269, -0.4324, 0.2325, 0.2185, 0.1457, -0.1978, 0.1170, 0.2334, 0.2196, 0.2168, 0.2457, 0.1111, 0.2268, -0.2052, 0.2236, -0.2893, 0.2218, -0.1641, -0.2904, 0.4749, 0.2225, 0.2332, 0.2258, 0.2227, 0.2389, 0.2385, 0.2545, 0.2465, 0.2243, 0.2240, -0.2474, -0.5515, 0.2170, -0.1927, -0.2495, 0.2218, -0.2412, -0.0943, -0.5904, -0.5299, -0.0856, -0.1173, -0.4253, 0.2388, 0.2568, 0.2521]
}



2.
{
  "formula": "C40H48BGeMoN13OP",
  "method": "ωB97M-V with the def2-TZVPD basis set",
  "total_charge": 1,
  "energy_ev": -132010.2513,
  "largest_force_ev_per_a": 1.39,
  "e_above_lowest_kj_mol": 0.0,
  "homo_energy_ev": [-9.15, -9.00],
  "orbital_gap_ev": [7.1931, 7.0526],
  "spin_multiplicity": 3,
  "elements": ["H", "N", "H", "C", "C", "C", "H", "H", "H", "C", "C", "C", "C", "N", "H", "N", "H", "Mo", "C", "H", "H", "N", "C", "H", "H", "C", "H", "H", "C", "C", "H", "N", "H", "N", "C", "H", "H", "C", "C", "H", "C", "H", "H", "C", "C", "H", "H", "P", "N", "H", "H", "C", "H", "N", "C", "C", "H", "H", "H", "C", "C", "C", "C", "H", "C", "H", "H", "H", "B", "C", "H", "H", "C", "C", "N", "H", "H", "H", "N", "H", "H", "H", "C", "N", "C", "C", "H", "C", "C", "C", "Ge", "N", "H", "C", "N", "C", "H", "H", "C", "H", "H", "H", "C", "C", "O", "H"],
  "xyz": [[4.281, -0.250, -6.490], [-1.996, 4.109, -1.013], [1.804, -2.152, 4.268], [2.134, -1.246, -3.411], [-3.122, 4.765, -1.297], [0.233, -0.313, -0.695], [1.105, -1.834, 2.646], [-2.102, -5.665, -2.798], [2.677, -0.212, 5.596], [3.333, -3.372, -1.091], [0.096, -0.544, 5.543], [-3.132, -0.889, 0.367], [-3.562, 2.629, -1.157], [-2.250, 2.779, -0.926], [-4.574, -3.123, 0.488], [-0.045, -1.200, 4.247], [3.008, -0.466, 3.271], [-0.829, 1.305, -0.271], [1.771, 0.396, 1.102], [1.889, 2.865, -4.561], [0.636, -1.210, 6.218], [2.072, -0.181, 3.562], [4.151, -0.279, -4.345], [0.349, -3.449, 0.510], [3.828, -2.917, -1.941], [-5.190, -2.251, 0.704], [-0.850, 4.638, 3.530], [2.895, -1.483, 1.308], [-0.914, -0.448, 3.335], [-1.477, -1.900, -3.353], [5.066, -4.507, -0.525], [0.378, 2.442, -1.670], [3.949, -5.593, 1.397], [0.508, -0.200, 0.633], [-0.552, -2.642, -2.610], [1.460, 6.071, 3.040], [3.890, 0.011, 1.391], [-1.930, -4.605, -2.950], [-2.612, -2.497, -3.887], [-3.118, 5.838, -1.409], [1.016, 1.952, -2.738], [1.579, -5.080, 1.897], [-1.573, -1.476, -0.678], [0.829, 5.553, 2.336], [3.020, -0.467, 0.924], [-0.868, 1.910, 5.133], [-1.872, -0.274, 3.832], [-0.262, 1.237, 2.842], [-2.470, -1.797, -0.327], [1.171, 0.900, -2.836], [-5.925, -2.129, -0.093], [1.364, 2.964, -3.625], [-0.551, 5.811, -1.450], [-2.564, 0.293, 0.704], [1.387, -3.678, 0.281], [4.032, -4.276, -0.297], [-3.312, -1.910, -4.470], [-0.072, -4.606, -1.879], [1.711, 5.930, 0.317], [3.686, -0.534, -5.631], [-4.735, 0.085, 1.638], [3.407, -4.883, 0.784], [1.546, 0.817, 2.560], [2.691, 1.398, 4.832], [2.456, -1.152, -5.808], [2.096, 1.741, 2.753], [-4.993, -0.174, 2.666], [3.252, -0.566, -0.135], [-0.558, 4.706, -0.979], [-2.845, -3.852, -3.677], [-3.730, -4.321, -4.088], [0.654, 2.658, 4.661], [-0.787, -4.005, -2.429], [2.007, -3.053, -0.805], [-4.362, -1.074, 0.856], [-1.082, -1.040, 2.440], [5.116, 0.191, -4.199], [-5.720, -2.440, 1.637], [0.826, 0.716, 5.434], [-1.309, -0.837, -3.509], [0.901, 5.139, -3.359], [-5.570, 0.634, 1.198], [0.965, 5.497, 0.969], [-0.047, 4.744, 0.478], [-3.458, 0.917, 1.585], [-0.334, 4.800, 2.594], [-5.195, 4.060, -1.625], [0.090, 1.723, 4.643], [1.226, -1.456, 3.659], [2.134, 0.469, 4.940], [1.023, -1.730, -1.861], [0.296, 3.784, -1.872], [1.962, 1.323, 0.547], [-4.162, 3.857, -1.398], [-0.857, 4.324, 1.473], [2.078, -4.590, 1.068], [2.091, -1.357, -6.807], [-0.892, -0.351, 5.955], [3.378, -0.628, -3.248], [3.742, -0.393, -2.252], [-4.000, 1.645, -1.173], [0.736, -2.004, -4.860], [1.688, -1.511, -4.705], [0.878, 4.111, -3.031], [-3.272, 1.916, 2.229], [-2.915, -2.582, -0.773]],
  "lowdin_spin": [0.0000, 0.0042, 0.0000, -0.0073, 0.0087, -0.3373, -0.0014, 0.0000, 0.0001, -0.0001, 0.0002, 0.0104, 0.0172, 0.0179, -0.0001, 0.0009, 0.0000, 2.3387, -0.0232, 0.0000, 0.0001, 0.0001, -0.0002, 0.0001, 0.0000, 0.0006, 0.0001, -0.0002, -0.0020, 0.0005, 0.0000, 0.0111, 0.0000, -0.1491, -0.0081, 0.0001, -0.0003, 0.0000, 0.0003, 0.0006, 0.0214, 0.0000, -0.0069, 0.0011, -0.0026, 0.0001, -0.0005, 0.0383, -0.0091, -0.0028, 0.0003, 0.0051, 0.0000, 0.0273, 0.0000, -0.0001, 0.0000, -0.0002, 0.0000, 0.0003, 0.0003, 0.0001, 0.0009, 0.0000, -0.0004, 0.0000, -0.0001, -0.0010, 0.0042, -0.0010, -0.0001, 0.0001, -0.0019, -0.0013, 0.0056, -0.0010, -0.0001, 0.0001, 0.0045, 0.0028, 0.0013, -0.0001, -0.0003, 0.0043, 0.0091, 0.0004, 0.0001, 0.0105, -0.0019, 0.0004, -0.0372, 0.0044, 0.0021, 0.0021, 0.0059, -0.0001, -0.0001, 0.0000, -0.0006, -0.0001, 0.0021, 0.0000, -0.0004, 0.0218, 0.0108, -0.0003]
}



3.
{
  "formula": "C25H49O6",
  "method": "ωB97M-V with the def2-TZVPD basis set",
  "total_charge": -1,
  "energy_ev": -39001.5604,
  "largest_force_ev_per_a": 0.62,
  "homo_energy_ev": -1.23,
  "orbital_gap_ev": 3.3197,
  "elements": ["H", "C", "C", "H", "O", "H", "H", "C", "H", "C", "H", "C", "O", "H", "C", "H", "H", "H", "H", "H", "C", "C", "C", "O", "H", "H", "H", "H", "O", "C", "H", "H", "C", "H", "H", "H", "C", "H", "H", "H", "H", "C", "H", "C", "H", "C", "C", "H", "O", "H", "H", "C", "H", "H", "H", "H", "H", "H", "H", "C", "C", "H", "C", "C", "H", "H", "H", "H", "H", "C", "H", "H", "O", "H", "C", "H", "C", "C", "H", "H"],
  "xyz": [[1.207, -2.592, -2.401], [-10.144, 1.601, 0.353], [0.429, -3.209, -1.957], [6.634, 0.422, -1.656], [8.308, -1.435, -1.711], [-3.166, 1.052, -2.022], [-6.033, 0.216, -2.646], [5.979, 3.839, 3.076], [2.986, 3.408, 1.712], [0.642, -0.248, -1.565], [0.391, -2.606, 0.105], [6.118, 3.512, 1.594], [-9.227, 2.152, 1.297], [-5.238, 2.428, -0.700], [-10.032, 0.120, 2.191], [-11.206, -0.311, 0.374], [-0.184, -0.398, 0.998], [-9.031, 1.728, 3.301], [6.167, 4.901, 3.256], [6.917, -4.268, 0.240], [7.507, -3.620, -0.411], [4.502, 3.508, 3.305], [-3.983, 0.324, -1.969], [4.865, 3.797, 0.997], [-1.293, 0.669, 0.091], [7.115, 0.560, 0.020], [6.347, 2.449, 1.451], [6.884, 4.104, 1.088], [7.222, -2.294, 0.033], [-5.326, 0.970, -2.293], [-1.891, -0.876, 0.700], [-6.824, 1.660, -0.823], [-1.566, -3.275, -0.459], [0.347, 0.812, -1.685], [-9.769, 1.791, -0.654], [9.485, -3.368, 0.404], [-0.259, -2.518, -0.771], [-3.738, -0.512, -2.625], [4.070, 3.995, 4.180], [9.483, -3.838, -1.279], [9.094, -5.050, -0.021], [2.824, 0.564, -0.958], [-4.978, 0.741, 0.991], [-10.252, 0.117, 0.680], [-2.388, -2.874, -1.062], [5.143, -0.343, -0.230], [3.871, 3.978, 1.998], [3.710, -1.287, -1.548], [-4.088, -0.156, -0.629], [-9.453, -0.439, 0.185], [4.866, 0.415, 0.508], [-0.555, -1.028, -1.023], [6.660, 3.261, 3.701], [-1.842, -3.215, 0.595], [-5.247, 1.747, -3.052], [-5.996, -0.413, 0.104], [0.869, -4.154, -1.624], [-0.317, -3.457, -2.723], [7.128, -3.756, -1.426], [-1.015, -0.370, 0.289], [-5.247, 0.383, -0.005], [5.103, -1.306, 0.284], [8.983, -4.007, -0.326], [6.593, -0.091, -0.692], [0.910, -0.594, -2.583], [-1.467, -4.334, -0.722], [-1.400, -0.962, -1.726], [-11.111, 2.104, 0.462], [2.530, 1.144, -1.849], [4.057, -0.262, -1.333], [-9.702, -0.839, 2.587], [4.374, 2.429, 3.412], [1.711, -0.382, -0.694], [-7.969, 0.803, 2.223], [-5.752, 1.491, -0.921], [3.607, 5.043, 2.051], [7.455, -1.311, -0.869], [-8.979, 1.210, 2.342], [-10.952, 0.405, 2.706], [4.526, 0.149, -2.241]],
  "mulliken_charge": [0.3640, -0.4240, -1.6555, 0.3370, -0.6104, 0.2687, 0.2613, -0.5631, 0.3049, -1.3557, 0.1748, -0.1076, -0.4106, 0.2962, -0.5425, 0.3342, 0.4637, 0.2760, 0.2559, 0.3709, -0.3119, -0.6012, -0.4674, -0.3486, 0.3433, 0.0644, -0.0848, 0.3147, -0.2982, -0.6280, 0.3557, 0.1042, -1.4376, 0.4552, 0.2729, 0.2755, 0.7304, 0.3070, 0.3516, 0.2528, 0.3453, -1.2009, 0.2736, -0.4977, 0.2014, -0.0308, -0.4901, 0.0511, -0.2881, 0.2409, -0.0547, 1.2498, 0.3278, 0.3680, 0.3673, 0.1915, 0.4020, 0.3201, 0.3248, -1.6743, -0.3763, 0.2857, -1.0260, -0.3531, 0.3976, 0.4243, -0.0667, 0.3025, 0.1375, -0.4503, 0.3305, 0.2898, 0.0652, 0.1452, -0.3128, 0.2896, 0.4844, -0.2798, 0.2649, 0.3329]
}